No. 1
DFT (ωB97M-V with the def2-TZVPD basis set) results for a cluster of 3 separate species, C8H14O in total.

Calculated values
Largest force on an atom, hartree/bohr: 0.02683
Total charge: 0
E_tot, Ha: -388.2367
E_HOMO, eV: -8.383

Last column: Löwdin charge in e.
Element x y z (Å)
C: -2.15 -1.24 0.78  -0.07
C: 0.41 -1.92 0.41  -0.17
C: 1.56 -1.13 1.03  -0.14
O: -2.79 -1.87 -0.16  -0.04
H: -3.12 -2.78 0.03  0.12
H: -2.16 -1.77 1.76  0.04
H: -0.56 -1.30 0.51  -0.02
H: 0.28 -2.89 0.89  0.07
H: 0.55 -2.06 -0.66  0.07
H: 1.38 -0.97 2.09  0.07
H: 1.67 -0.17 0.54  0.05
H: 2.50 -1.68 0.92  0.07
C: -0.65 1.97 0.37  -0.06
C: 0.08 1.63 -0.89  -0.41
C: -0.39 0.77 -1.80  0.06
C: 1.33 2.27 -1.07  -0.13
C: 2.40 2.82 -1.18  0.13
H: 0.01 1.89 1.23  0.08
H: -1.49 1.29 0.52  0.04
H: -1.02 2.99 0.33  0.08
H: -1.34 0.28 -1.66  0.06
H: 0.16 0.56 -2.71  0.07
H: 3.32 3.30 -1.29  0.02



No. 2
DFT (ωB97M-V with the def2-TZVPD basis set) results for a cluster of 2 separate species, C8H14O2 in total.

Calculated values
Largest force on an atom, hartree/bohr: 0.07591
Total charge: 0
E_tot, Ha: -463.5139
E_HOMO, eV: -7.935

Last column: Löwdin charge in e.
Element x y z (Å)
C: 0.57 0.12 -0.94  -0.27
C: 0.88 -0.19 0.39  -0.38
C: -2.43 0.72 0.90  -0.07
C: 0.52 1.53 -1.44  -0.05
C: 0.66 -0.94 -2.00  -0.04
C: 1.35 0.88 1.36  -0.03
O: -1.99 -0.44 0.21  -0.13
O: 1.68 -1.32 0.62  -0.02
C: -1.13 -1.27 0.88  -0.25
C: -1.16 -2.40 1.38  0.14
H: 1.21 -2.14 0.42  0.07
H: -1.77 1.57 0.71  0.07
H: -3.37 1.10 0.50  0.09
H: -2.52 0.49 1.97  0.10
H: 1.47 1.78 -1.92  0.10
H: -0.25 1.65 -2.20  0.08
H: 0.35 2.25 -0.64  0.06
H: 1.68 -1.35 -2.07  0.09
H: 0.39 -0.55 -2.98  0.08
H: -0.01 -1.76 -1.76  0.08
H: 1.44 0.43 2.34  0.08
H: 0.66 1.72 1.42  0.06
H: 2.32 1.27 1.07  0.09
H: -0.54 -3.15 1.80  0.03



No. 3
DFT (ωB97M-V with the def2-TZVPD basis set) results for a structure of composition C8H14O2.

Calculated values
Largest force on an atom, hartree/bohr: 0.07007
Total charge: 0
E_tot, Ha: -463.5435
E_HOMO (spin up / spin down), eV: -7.378 / -7.427

Last column: Löwdin charge in e.
Element x y z (Å)
C: -0.72 -0.89 0.21  -0.49
C: -1.10 0.57 0.41  -0.26
C: -2.26 1.13 -0.43  -0.06
C: 1.82 -1.10 1.18  -0.08
C: 1.02 -0.64 -0.03  -0.30
C: 0.30 1.22 0.23  -0.20
C: 1.59 -0.85 -1.24  0.02
C: 0.56 2.11 -0.80  0.03
O: -1.28 -1.46 -0.91  0.05
O: -0.92 -1.78 1.26  0.05
H: -0.73 -2.23 -1.15  0.12
H: -1.22 -1.32 2.05  0.11
H: -1.38 0.70 1.46  0.14
H: 0.73 1.48 1.20  0.13
H: -2.34 2.22 -0.31  0.08
H: -3.20 0.69 -0.11  0.08
H: -2.12 0.92 -1.49  0.08
H: 1.28 -1.23 2.12  0.07
H: 2.31 -2.06 0.97  0.08
H: 2.61 -0.39 1.43  0.08
H: 1.18 -0.42 -2.15  0.07
H: 2.47 -1.48 -1.36  0.06
H: 1.58 2.38 -1.04  0.06
H: -0.18 2.45 -1.52  0.05